C62H84GeN9O3P3S2Y | ωB97M-V/def2-TZVPD

* HOMO energy: -8.5 eV
* energy: -192300.29600 eV
* LUMO: -2.21 eV
* max |F|: 0.0395 Eh/bohr
* total charge: +1

```
165
C62H84GeN9O3P3S2Y, DFT ωB97M-V/def2-TZVPD
Y 0.1470 0.7282 0.3714
C -2.1276 1.1208 -4.7662
C -1.2704 -0.1278 -4.5718
C -0.7934 -0.6155 -5.9339
P 0.0564 0.1080 -3.2423
C 0.3309 -1.7202 -2.8488
N -0.7998 -2.3467 -2.2324
Ge -1.3709 -1.4482 -0.5754
N -0.9382 -2.6825 0.9577
C 1.5491 -2.5363 1.1017
P 2.5039 -1.0768 0.7427
C 3.5073 -0.5901 2.2918
C 4.5021 -1.6600 2.7251
C 4.1750 0.7768 2.1925
C 3.7003 -1.8736 -0.4769
C 4.9440 -1.0395 -0.7576
C 4.0503 -3.3357 -0.2125
C -0.9721 -4.0331 0.7639
C -0.1988 -4.9866 1.4153
C -0.2969 -6.3184 1.0516
C -1.1669 -6.7106 0.0496
C -1.9935 -5.7754 -0.5606
C -1.9097 -4.4455 -0.1963
N -2.6775 -3.3868 -0.7717
C -2.8210 -3.5474 -2.1863
C -3.8975 -4.1602 -2.7911
C -3.8929 -4.3654 -4.1643
C -2.7712 -4.0188 -4.8951
C -1.6986 -3.3902 -4.2902
C -1.7269 -3.0723 -2.9320
C -3.8887 -3.0639 -0.0895
C -4.7280 -3.9946 0.4867
C -5.9172 -3.5855 1.0752
C -6.2599 -2.2465 1.0466
C -5.4136 -1.3068 0.4845
C -4.1940 -1.6901 -0.0695
N -3.2429 -0.8689 -0.6173
C -3.4381 0.5319 -0.8318
P -2.6920 1.7531 0.4007
C -2.9353 3.3290 -0.6057
C -4.1619 3.4783 -1.5019
C -2.7309 4.5730 0.2593
C -3.9375 1.7520 1.8059
C -5.3228 2.3125 1.4997
C -3.3457 2.4853 3.0123
C 1.6209 0.4027 -4.2680
C 2.8651 -0.0143 -3.4915
C 1.7395 1.8718 -4.6721
H -2.9577 0.8935 -5.4337
H -1.5515 1.9296 -5.2130
H -2.5466 1.4526 -3.8178
H -1.9153 -0.8933 -4.1224
H -0.3472 0.1972 -6.5025
H -1.6442 -0.9946 -6.4962
H -0.0694 -1.4211 -5.8607
H 1.1439 -1.7370 -2.1104
H 0.6558 -2.2603 -3.7403
H 2.0133 -3.1630 1.8733
H 0.0547 -2.1287 2.5702
H 2.7198 -0.5140 3.0547
H 5.3379 -1.6973 2.0339
H 4.0477 -2.6490 2.7606
H 4.9029 -1.4355 3.7138
H 5.0028 0.7577 1.4879
H 4.5712 1.0721 3.1654
H 3.4482 1.5226 1.8718
H 3.0805 -1.8703 -1.3828
H 5.6646 -1.1016 0.0550
H 4.6759 0.0029 -0.9122
H 5.4328 -1.4033 -1.6613
H 4.6729 -3.4740 0.6651
H 4.5997 -3.7247 -1.0679
H 3.1446 -3.9244 -0.1037
H 0.4895 -4.6959 2.1930
H 0.3253 -7.0499 1.5468
H -1.2060 -7.7448 -0.2596
H -2.6829 -6.0843 -1.3349
H -4.7384 -4.4799 -2.1918
H -4.7404 -4.8244 -4.6478
H -2.7270 -4.2308 -5.9546
H -0.8320 -3.1593 -4.8839
H -4.4588 -5.0406 0.4781
H -6.5702 -4.3100 1.5378
H -7.1961 -1.9231 1.4779
H -5.7092 -0.2717 0.4922
H -4.5015 0.7615 -0.9548
H -2.9170 0.7806 -1.7700
H -2.0628 3.2604 -1.2611
H -5.0930 3.4479 -0.9489
H -4.1933 2.7112 -2.2702
H -4.1129 4.4449 -2.0018
H -3.6219 4.8055 0.8384
H -2.5171 5.4364 -0.3749
H -1.8961 4.4334 0.9486
H -4.0188 0.6822 2.0418
H -5.2834 3.3866 1.3301
H -5.9739 2.1374 2.3563
H -5.7784 1.8413 0.6326
H -3.4722 3.5619 2.9098
H -2.2796 2.2785 3.1076
H -3.8392 2.1740 3.9321
H 1.5561 -0.2050 -5.1737
H 2.8167 0.3660 -2.4719
H 3.7557 0.3865 -3.9765
H 2.9696 -1.0947 -3.4662
H 2.0384 2.4737 -3.8163
H 0.7987 2.2588 -5.0601
H 2.4963 1.9873 -5.4487
C 0.8489 -4.9869 6.4634
C 0.3700 -3.8390 5.6305
C -0.8924 -3.8354 5.0374
C -1.3270 -2.7623 4.2804
C -0.4870 -1.6657 4.0837
C 0.7741 -1.6611 4.6821
C 1.1990 -2.7388 5.4331
S -1.1972 -0.0868 3.3858
O 0.2372 -2.0824 1.5713
O -1.8264 -0.4616 2.0950
N 0.1372 0.7082 2.8611
C 0.5917 1.7181 3.6574
C 0.6218 1.6555 5.0442
C 1.1875 2.6771 5.8012
C 1.6719 3.8136 5.2091
C 1.5355 3.9867 3.8204
C 1.8450 5.1981 3.1703
C 1.5026 5.3532 1.8544
C 0.9309 4.2700 1.1765
N 0.7320 3.0836 1.7063
C 0.9981 2.9355 3.0262
H 0.0176 -5.5266 6.9104
H 1.5200 -4.6418 7.2497
H 1.4055 -5.6935 5.8464
H -1.5498 -4.6783 5.1783
H -2.3022 -2.7641 3.8153
H 1.4193 -0.8070 4.5551
H 2.1845 -2.7238 5.8753
H 0.1825 0.8037 5.5416
H 1.2346 2.5594 6.8718
H 2.1031 4.6047 5.8017
H 2.2957 6.0006 3.7352
H 1.6498 6.2886 1.3358
H 0.6057 4.3948 0.1591
C 7.1117 3.5716 -0.0079
N 5.7073 3.2410 0.0294
C 5.0125 2.6670 -0.9629
N 5.6257 2.4040 -2.1285
S 3.3873 2.3432 -0.7706
H 7.3534 4.1528 0.8755
H 7.3437 4.1743 -0.8883
H 7.7405 2.6779 -0.0111
H 5.1976 3.3766 0.8885
H 6.6052 2.5779 -2.2800
H 5.1056 1.9211 -2.8388
O 0.2535 2.6037 -1.4628
N 0.3302 3.6345 -2.2309
C 1.3542 4.5085 -2.1444
C 1.4069 5.6386 -2.9284
C 0.4043 5.8930 -3.8508
C -0.6199 4.9665 -3.9629
C -0.6341 3.8608 -3.1453
H 2.1358 4.2534 -1.4453
H 2.2408 6.3127 -2.8143
H 0.4248 6.7796 -4.4600
H -1.4098 5.0891 -4.6861
H -1.4152 3.1217 -3.1971
```